# 1
Below is an isolated molecule of C4H4N2O2 at a distorted geometry, with properties calculated with ωB97M-V/def2-TZVPD.

ORCA input file:
```
! wB97M-V def2-TZVPD RIJCOSX def2/J DEFGRID3
* xyz 0 1
O -2.8196 -0.3518 -0.0876
C -1.9351 0.4759 -0.0850
C -0.5178 0.2283 0.1044
C 0.3650 1.2254 0.0424
N 1.7423 0.9690 0.1550
N 2.0984 -0.3635 -0.2411
C 1.2118 -1.2679 -0.0851
O -0.1042 -1.0737 0.2847
H -2.1760 1.5563 -0.3179
H 0.0651 2.2826 -0.0328
H 2.4300 1.6498 -0.2196
H 1.4434 -2.2937 -0.2644
*
```

- HOMO-LUMO gap (eV) = 8.76
- structure (SMILES) = O=CC1=CNN=CO1
- relative energy (zero: lowest compared OMol25 entry of this formula, charge and spin) (kcal per mole) = 67.5

How is the electron density shared among the atoms? According to Mulliken, the charges in e are: -0.49 -0.18 0.69 -0.29 -0.12 -0.48 0.03 -0.37 0.22 0.28 0.28 0.41

# 2
Below is C17H37N5O4P2Pd as an isolated structure, with properties calculated with ωB97M-V/def2-TZVPD.

ORCA input file:
```
! wB97M-V def2-TZVPD RIJCOSX def2/J DEFGRID3
* xyz 2 1
Pd -0.6799 -0.3729 -0.1042
C -1.1293 4.7799 0.8301
N -1.9517 3.6608 1.3215
C -2.9391 4.0358 2.3394
P -1.5262 2.1420 1.0095
O -0.1915 1.9568 0.3854
O -1.7642 1.3743 2.4094
P -1.2980 -0.1194 2.8168
O -0.2007 -0.5852 1.8796
N -0.8056 0.0176 4.3393
C -1.3312 0.9956 5.2978
C 0.3807 -0.7145 4.8137
N -2.6386 -1.0307 2.5934
C -3.7422 -0.8119 3.5411
C -2.5179 -2.4392 2.1960
N -2.5964 1.3099 -0.0140
C -2.6885 2.0118 -1.3182
C -3.9680 1.0563 0.4738
H -1.7791 5.5228 0.3695
H -0.4095 4.4272 0.0976
H -0.5892 5.2376 1.6598
H -3.5504 4.8521 1.9570
H -2.4379 4.3645 3.2513
H -3.5956 3.2013 2.5751
H -2.1905 1.5241 4.8928
H -0.5586 1.7278 5.5375
H -1.6341 0.4837 6.2106
H 0.7361 -1.4039 4.0525
H 0.1234 -1.2772 5.7103
H 1.1783 -0.0082 5.0453
H -3.8573 0.2481 3.7694
H -3.5780 -1.3550 4.4749
H -4.6699 -1.1590 3.0874
H -1.7233 -2.5740 1.4650
H -3.4599 -2.7483 1.7441
H -2.3183 -3.0856 3.0552
H -1.7004 2.2835 -1.6795
H -3.2910 2.9171 -1.2100
H -3.1772 1.3615 -2.0406
H -3.9517 0.6489 1.4753
H -4.4485 0.3354 -0.1863
H -4.5501 1.9817 0.4578
C 2.2060 -3.7025 0.0448
C 1.4890 -3.9931 -1.2765
C 0.9390 -2.6425 -1.6623
O 0.5125 -2.0683 -0.3908
C 1.4236 -2.5471 0.6637
H 3.2402 -3.4116 -0.1315
H 2.2097 -4.5703 0.7000
H 0.6765 -4.7059 -1.1370
H 2.1607 -4.3833 -2.0383
H 0.0716 -2.6873 -2.3137
H 1.7032 -1.9965 -2.1014
H 0.8011 -2.8410 1.5029
H 2.0538 -1.7127 0.9638
C -0.7128 0.1510 -4.7558
C 0.2422 0.7619 -3.9564
C 0.1915 0.5744 -2.5894
N -0.7606 -0.1866 -2.0293
C -1.6900 -0.7786 -2.7910
C -1.6932 -0.6322 -4.1628
H -0.6948 0.2833 -5.8293
H 1.0206 1.3809 -4.3790
H 0.8998 1.0389 -1.9151
H -2.4240 -1.3840 -2.2749
H -2.4534 -1.1281 -4.7493
*
```

- HOMO-LUMO gap (eV) = 7.93
- relative energy (zero: lowest compared OMol25 entry of this formula, charge and spin) (kcal per mole) = 3.4

How is the electron density shared among the atoms? According to Mulliken, the charges in e are: 0.71 -0.93 0.41 -0.92 0.40 -0.75 0.30 -0.41 -0.91 0.44 -0.92 -0.87 0.82 -1.06 -0.74 0.78 -1.47 -0.97 0.31 0.27 0.35 0.35 0.32 0.23 0.23 0.37 0.36 0.19 0.32 0.33 0.32 0.28 0.37 0.04 0.35 0.33 0.49 0.43 0.38 0.21 0.34 0.35 -0.66 -0.66 -0.58 -0.16 -0.26 0.32 0.34 0.32 0.41 0.25 0.35 0.18 0.25 -0.36 -0.95 -0.33 0.75 -0.33 -0.86 0.45 0.51 0.58 0.49 0.51

# 3
Below is C27H32AsHgO7S5 as an isolated structure, with properties calculated with ωB97M-V/def2-TZVPD.

ORCA input file:
```
! wB97M-V def2-TZVPD RIJCOSX def2/J DEFGRID3
* xyz -2 2
Hg -1.2077 0.8414 0.9198
O -0.2789 -3.4589 -4.7838
C -0.2209 -2.7720 -3.7748
C 0.1805 -1.3035 -3.7339
O 0.9310 -0.7354 -4.4772
C -0.3989 -0.7182 -2.4367
C -0.3156 -1.9625 -1.5338
O -0.1647 -1.9061 -0.3322
C -0.4310 -3.1830 -2.3772
O -0.6183 -4.3270 -1.9396
O 0.2537 0.3544 -1.8426
C 3.7522 0.3027 3.6559
As 2.2369 1.0583 2.6913
C 1.9228 -0.2674 1.3306
C 3.0314 2.5869 1.8452
S 0.7742 1.4869 4.1150
H 4.5811 0.0985 2.9729
H 3.4332 -0.6180 4.1404
H 4.0606 1.0149 4.4188
H 2.8400 -0.8389 1.1898
H 1.6480 0.2610 0.4113
H 1.1062 -0.9187 1.6250
H 3.9880 2.2993 1.4061
H 3.1632 3.3558 2.6017
H 2.3484 2.9103 1.0522
O 1.1112 2.2819 -0.2630
C 1.4146 2.3772 -1.5853
C 1.4127 3.8844 -1.9735
C 1.7729 4.6170 -3.0709
C 1.6475 6.0264 -2.8668
C 1.2004 6.3212 -1.6127
S 0.9453 4.9057 -0.6713
C 2.8248 1.7757 -1.8407
C 3.1989 0.4639 -1.7616
C 4.6016 0.2569 -1.9178
C 5.2828 1.4194 -2.1077
S 4.2174 2.7629 -2.1097
C 0.3808 1.5682 -2.4279
C -0.2738 2.0556 -3.4995
C -1.3275 1.5335 -4.3523
C -2.1815 0.5277 -4.1406
S -2.2174 -0.4139 -2.6772
H 2.1261 4.1683 -3.9917
H 1.8756 6.7689 -3.6240
H 1.0287 7.3058 -1.1938
H 2.4890 -0.3346 -1.5933
H 5.0678 -0.7220 -1.8981
H 6.3454 1.5631 -2.2473
H 0.0590 3.0368 -3.7933
H -1.4399 2.0614 -5.2974
H -2.9178 0.2492 -4.8851
C 0.8986 -3.9450 1.7573
C 0.2279 -3.5423 3.0730
C -1.2283 -3.9975 3.2189
S -2.4952 -2.8663 2.5760
O -3.7665 -3.3291 3.2413
C -2.5018 -3.4544 0.8737
C -3.4547 -2.6490 -0.0116
C -4.9356 -3.0034 0.1688
H 1.9826 -3.8169 1.8267
H 0.5557 -3.3434 0.9140
H 0.6989 -4.9960 1.5255
H 0.2706 -2.4555 3.1967
H 0.7923 -3.9702 3.9059
H -1.5242 -4.0401 4.2674
H -1.4092 -4.9764 2.7644
H -2.7586 -4.5180 0.9037
H -1.4745 -3.3242 0.5154
H -3.1605 -2.8264 -1.0489
H -3.2937 -1.5833 0.1793
H -5.1143 -4.0440 -0.1225
H -5.5659 -2.3627 -0.4552
H -5.2410 -2.8913 1.2097
*
```

- HOMO-LUMO gap (spin up / spin down) (eV) = 6.04 / 6.38
- ⟨S²⟩ = 0.76

How is the electron density shared among the atoms? According to Mulliken, the charges in e are: -0.06 -0.69 -0.26 0.48 -0.59 1.18 -1.41 -0.17 0.56 -0.75 0.92 -1.27 0.62 0.58 -0.38 -0.51 0.41 0.32 0.36 0.50 -0.59 -0.71 0.29 0.45 -0.28 -1.04 2.90 -1.25 -0.28 -0.76 -0.68 -0.10 0.06 0.06 -1.36 -0.42 -0.13 -0.22 0.00 -1.05 -0.45 -0.13 0.62 0.38 0.40 0.48 0.40 0.43 0.23 0.24 0.42 -0.33 -0.11 -0.91 0.52 -0.72 0.60 0.04 -1.48 0.41 -0.37 0.42 0.11 0.35 0.40 0.35 0.57 -0.85 0.13 0.07 0.32 0.41 0.31

# 4
Below is an isolated molecule of C5H8N2O at a distorted geometry, with properties calculated with ωB97M-V/def2-TZVPD.

ORCA input file:
```
! wB97M-V def2-TZVPD RIJCOSX def2/J DEFGRID3
* xyz 0 1
C 1.6508 -0.5966 -0.5001
C 0.3405 0.0751 -0.2178
C -0.9387 -0.7241 -0.3550
O -0.9591 -1.9923 0.2529
C -1.9536 0.1425 0.3355
N -3.0066 0.5096 0.6552
C 0.2403 1.5506 -0.1736
N 0.1307 0.8537 1.0979
H 1.7889 -0.6839 -1.5791
H 2.4659 -0.0159 -0.0742
H 1.6866 -1.5982 -0.0734
H -1.1796 -0.8258 -1.4264
H -0.3862 -2.0725 1.0245
H -0.6380 2.0637 -0.5508
H 1.1531 2.1181 -0.3091
H -0.3951 1.1962 1.8934
*
```

- HOMO-LUMO gap (eV) = 9.70
- structure (SMILES) = C[C@]1([C@@H](O)C#N)CN1
- relative energy (zero: lowest compared OMol25 entry of this formula, charge and spin) (kcal per mole) = 81.1

How is the electron density shared among the atoms? According to Mulliken, the charges in e are: -1.43 0.74 0.65 -0.53 0.00 -0.50 -0.74 -0.68 0.29 0.44 0.26 0.27 0.35 0.26 0.30 0.31